(1)
A structure of composition C34H63BBrF3IN3O8S in a non-equilibrium geometry. Source: the Open Molecules 2025 dataset; level of theory: ωB97M-V with the def2-TZVPD basis set.

XYZ file:
```
115
Properties=species:S:1:pos:R:3:forces:R:3
C -1.41488 -4.50277 -1.27215 0.4021 -0.4875 0.1945
C -0.00460 -5.01684 -0.97208 0.2819 0.6690 -0.5755
C 0.98641 -3.83229 -0.88398 -0.0391 0.1180 0.4593
C 1.48444 -3.50092 0.54157 -0.1321 0.2739 -0.1618
C 1.20845 -2.05522 1.00963 0.5774 -0.0492 0.0078
C 2.45410 -1.16676 0.90857 -0.0406 -0.4336 -0.2472
C 3.00209 -0.98752 -0.51810 0.2949 0.4056 0.3755
C 2.63615 0.32927 -1.21599 0.2038 -0.3354 -0.2633
C 1.30908 0.25036 -1.97999 0.1683 0.0137 0.6647
C 0.55479 1.56778 -2.36973 0.2705 -1.2100 -0.7243
B 1.49619 2.78413 -2.83383 0.0825 0.6954 -0.1764
C 1.04025 3.93579 -3.84011 -0.2052 -0.4063 0.4741
O 2.76157 2.91081 -2.33854 -0.4121 -0.1286 0.6579
C -0.24039 1.17397 -3.64178 0.6542 0.7029 0.0678
C 0.53318 1.07858 -4.93835 -0.3557 -0.2198 -0.8640
C -0.20792 1.30579 -6.10965 0.8573 -0.1677 0.1239
C 0.44371 1.21996 -7.33010 -0.1756 -0.0113 -0.0248
C 1.79720 0.89365 -7.37447 -0.4217 0.1329 0.4062
N 2.51701 0.67917 -6.27643 -0.1930 0.0973 -0.1635
C 1.88615 0.77227 -5.10701 -0.1654 0.1599 0.4121
O -0.90279 -0.10250 -3.45087 -0.2229 0.1531 0.0487
S -2.02728 -0.15384 -2.34815 -0.8770 -0.6084 0.5318
O -3.30382 -0.26865 -2.97406 0.1686 0.1603 -0.2826
O -1.70332 -1.15621 -1.38207 0.5323 0.2431 -0.0134
C -1.92991 1.46629 -1.52770 0.1648 0.2322 -0.5534
I -3.30924 2.78719 -2.54787 0.0204 0.0134 0.0252
C -0.49785 2.03539 -1.30505 0.2545 0.0940 0.4978
Br -0.01184 1.37224 0.51261 -0.0512 -0.0656 -0.0665
C -0.47102 3.56107 -1.12784 -0.8303 0.2286 0.9384
C -1.45638 4.15084 -0.07648 0.0351 -0.0157 -0.6725
C -0.77090 5.02867 0.93428 -0.5568 -0.1414 0.0094
F 0.24196 4.46047 1.57983 0.4198 -0.1799 0.1180
F -1.64700 5.44023 1.86549 -0.0611 0.0862 0.1596
F -0.30089 6.13456 0.33393 0.3366 0.2676 -0.1518
H -1.39235 -3.86897 -2.15340 -0.0956 0.0975 -0.0918
H -1.76717 -3.91110 -0.43070 -0.2331 0.0862 -0.0129
H -2.08646 -5.33857 -1.45953 -0.2285 0.0448 0.0788
H 0.00836 -5.59457 -0.05054 0.0344 -0.1439 0.0509
H 0.32692 -5.65638 -1.78942 -0.0956 -0.2806 0.0378
H 1.84580 -3.97440 -1.53752 0.0369 -0.2290 -0.0657
H 0.47582 -2.94674 -1.26535 -0.0497 0.0574 -0.1141
H 2.56004 -3.67344 0.59603 0.0760 -0.1494 0.1039
H 1.02209 -4.17589 1.26064 -0.0376 -0.1637 -0.0309
H 0.40245 -1.62460 0.41783 -0.2748 -0.0075 0.1842
H 0.92830 -2.09860 2.06175 -0.3068 0.1973 0.0309
H 2.30037 -0.19135 1.36736 -0.1206 0.1063 0.0233
H 3.22974 -1.65246 1.50431 0.0581 -0.0226 0.0824
H 2.75243 -1.84607 -1.14037 -0.0582 -0.0657 -0.1036
H 4.08889 -0.98435 -0.42680 0.1090 -0.0799 -0.1283
H 3.43313 0.52622 -1.93405 0.0002 0.1880 -0.0641
H 2.68506 1.14132 -0.49712 -0.1489 0.0948 0.0642
H 1.51037 -0.33123 -2.87232 -0.0650 0.0029 -0.2081
H 0.63872 -0.40288 -1.42477 -0.1732 0.1408 0.0899
H 0.02798 3.83659 -4.22702 -0.0279 0.0486 -0.1435
H 1.74004 3.96345 -4.67295 0.0328 0.1083 -0.1358
H 1.08379 4.88671 -3.30455 0.1134 0.1701 -0.1022
H 3.04799 3.82826 -2.34765 0.3469 0.0005 -0.4251
H -0.98278 1.94820 -3.82769 -0.2881 -0.1672 -0.0402
H -1.25921 1.55229 -6.05618 -0.0931 0.0026 0.0125
H -0.09584 1.40281 -8.24831 -0.0052 -0.0098 -0.0605
H 2.29877 0.82186 -8.32873 0.1627 -0.0528 -0.0343
H 2.51159 0.62062 -4.23938 0.1472 -0.0535 0.0517
H -2.38606 1.27670 -0.56525 -0.2248 -0.0370 0.0266
H -0.70492 4.05147 -2.06507 0.2718 -0.0354 -0.2011
H 0.51269 3.84160 -0.75876 0.3508 -0.1174 -0.4734
H -2.08110 3.40818 0.40631 0.1462 -0.1063 0.3029
H -2.13713 4.82576 -0.58866 -0.1594 0.0328 0.0220
C 6.28817 -6.94566 3.69492 0.0757 -0.0489 -0.0661
O 6.49557 -8.04901 2.83510 -0.1113 0.1321 0.0745
C 5.57763 -9.11836 3.03130 0.1376 -0.2196 -0.0665
C 4.69817 -9.29683 1.81343 -0.0131 0.2256 -0.0404
N 3.77736 -8.17755 1.66793 0.0599 -0.1188 -0.0701
C 3.03871 -8.16255 0.40885 -0.0407 0.1693 0.1515
C 3.83435 -7.94598 -0.87377 -0.2427 -0.0936 -0.1505
O 4.41679 -6.66095 -0.97085 0.1416 -0.0441 0.0436
C 5.69890 -6.52749 -0.38538 -0.0725 0.1976 -0.0881
H 7.09468 -6.23682 3.51544 0.0083 -0.0150 -0.0282
H 5.33250 -6.44836 3.49654 -0.0248 -0.0087 0.0795
H 6.32042 -7.25186 4.74501 -0.0393 0.0274 0.0203
H 4.97145 -8.95664 3.92692 -0.0434 0.0727 -0.0256
H 6.16365 -10.02991 3.18097 -0.0042 0.0060 0.0247
H 4.12236 -10.22063 1.92071 -0.0170 -0.0034 -0.0233
H 5.35982 -9.40837 0.94299 0.0292 -0.1311 0.0242
H 4.29992 -7.31485 1.74552 -0.0156 0.0269 0.0286
H 2.30386 -7.35625 0.47817 -0.0282 -0.0165 -0.0554
H 2.47579 -9.09716 0.32173 0.0355 -0.0333 -0.0010
H 3.13168 -8.01857 -1.70862 0.0050 0.0205 0.0013
H 4.58804 -8.72597 -1.03628 0.0808 0.0460 0.1021
H 6.26783 -7.45934 -0.43404 -0.0115 -0.0296 0.0479
H 5.63693 -6.19525 0.65485 0.0674 -0.0935 0.0396
H 6.23709 -5.76065 -0.94327 -0.0145 -0.0159 -0.0303
C -6.14596 6.53673 1.06808 -0.0082 -0.1095 0.0502
O -5.66618 5.72133 2.11755 -0.0359 0.1903 -0.0900
C -4.46774 6.20105 2.72482 -0.0568 -0.1823 0.1532
C -4.72531 6.60818 4.15860 -0.2284 0.1066 -0.0548
N -5.55408 7.80532 4.22312 0.0403 -0.1174 0.0714
C -6.02276 8.14232 5.56355 -0.0508 0.1321 -0.1725
C -6.99238 7.17901 6.23916 0.0373 0.0822 0.2425
O -8.25649 7.09918 5.60905 0.0479 -0.0920 -0.0696
C -8.36260 6.14476 4.56906 -0.1521 0.1021 0.0272
H -7.00363 6.03094 0.62732 -0.0019 -0.0180 0.0251
H -6.46570 7.52056 1.42849 0.0519 0.0425 -0.0595
H -5.38452 6.67203 0.29275 -0.0066 0.0548 -0.0108
H -4.04084 7.03070 2.15471 -0.0615 0.0477 -0.0030
H -3.75295 5.38203 2.71621 0.0279 -0.0571 0.0035
H -3.76878 6.80978 4.64927 -0.0050 0.0062 0.0263
H -5.19384 5.75218 4.66415 0.1265 -0.0715 0.0170
H -6.35836 7.67665 3.62286 -0.0060 0.0206 -0.0229
H -6.51837 9.11399 5.49674 -0.0022 0.0031 0.0522
H -5.15242 8.27594 6.21361 0.0197 -0.0426 0.0021
H -7.18446 7.56394 7.24444 -0.0167 -0.0042 -0.0059
H -6.56416 6.17763 6.36716 0.0040 -0.0221 -0.1178
H -7.71219 5.28324 4.74030 0.0473 0.0092 -0.0231
H -8.13235 6.58174 3.59316 0.0804 -0.0833 -0.0236
H -9.39663 5.80041 4.54193 0.0011 0.0062 0.0317
```
Positions in Å, forces in eV/Å.

Summary:
* net charge: 0
* lowest unoccupied orbital energy: -0.50 eV
* Kohn-Sham gap: 0.298 Eh
* multiplicity: 1
* maximum force: 0.028 Eh/bohr

---

(2)
A cluster of 12 separate species, C34H63Cl14N5 in total in a non-equilibrium geometry. Source: the Open Molecules 2025 dataset; level of theory: ωB97M-V with the def2-TZVPD basis set.

XYZ file:
```
116
Properties=species:S:1:pos:R:3:forces:R:3
C 1.01681 -0.63478 -1.18346 -0.0048 -0.2294 1.7559
C 0.63731 0.54333 -0.27746 -1.1771 0.3204 0.1755
C -0.52554 0.20192 0.79948 0.9566 -0.6453 -0.0693
C -0.16371 -0.90793 1.76753 0.4296 1.1942 -0.9637
N 0.17029 -1.78314 2.43423 -0.2076 -0.1254 0.1059
H 1.95846 -0.52542 -1.72144 -0.2910 0.2674 -0.1026
H 0.20874 -0.94981 -1.84368 0.0783 0.2088 -0.0751
H 1.17057 -1.43317 -0.45748 0.2524 -0.6051 -0.2938
H 0.34637 1.38945 -0.89997 -0.7635 -0.0453 0.0711
H 1.46135 1.01603 0.25697 0.3387 -0.6741 0.3226
H -1.46367 -0.18306 0.39973 0.0669 0.1075 -0.7916
H -0.83443 1.08165 1.36407 0.3245 0.0785 0.1641
C 0.83788 -2.50029 -6.32673 0.2721 1.4201 1.1459
C 1.79060 -1.64454 -5.39409 -0.1992 -0.6854 -1.4461
C 2.98224 -2.45038 -4.80560 -1.0149 1.1015 1.1187
C 2.64305 -2.91154 -3.44780 -1.0296 -1.5740 1.8300
N 2.28588 -3.30216 -2.40230 0.8413 0.9520 -2.1969
H 0.40054 -1.84457 -7.07963 0.0798 -0.0291 -0.0900
H 0.00344 -2.78546 -5.68604 0.0525 -0.7166 -0.2675
H 1.33276 -3.32949 -6.83231 -0.0952 -0.0377 0.2545
H 1.20102 -1.13270 -4.63350 0.1405 -0.2154 0.1444
H 2.23870 -0.83966 -5.97674 0.0061 -0.0461 -0.1549
H 3.73436 -1.68532 -4.61301 0.6908 -0.4188 -0.4197
H 3.26893 -3.27809 -5.45428 0.3342 0.2120 0.1906
C -2.88487 -3.85477 -5.63532 -0.1982 -0.4000 -1.1661
C -2.68224 -3.65915 -4.17284 -2.1770 1.0231 0.8882
C -2.52470 -2.12798 -3.78226 1.4411 -1.5758 -0.7464
C -3.30442 -1.16180 -4.56673 -0.9941 0.9143 -0.4683
N -3.88632 -0.35679 -5.17381 0.9814 -1.4226 1.0070
H -2.08967 -3.32238 -6.15718 -0.1902 -0.0946 -0.4532
H -3.86597 -3.55722 -6.00550 0.0915 0.8339 0.2391
H -2.91669 -4.88888 -5.97838 0.6733 -0.2610 0.3859
H -1.92584 -4.33379 -3.77184 0.3390 0.5769 0.1510
H -3.61190 -3.85815 -3.63973 -0.1125 -0.8685 -0.0492
H -1.47892 -1.96077 -4.04013 0.2098 0.7189 0.3642
H -2.67181 -2.07877 -2.70335 -0.0527 0.5797 -0.1274
C 1.32769 3.77562 4.79336 0.3622 0.1383 -0.1297
C 2.44594 2.93475 4.14673 0.2514 1.1017 0.3264
C 2.07437 1.52420 3.80059 0.0026 -1.2402 -0.1744
C 2.15376 0.58094 4.91654 -0.0748 0.7700 -0.5406
N 2.18671 -0.12570 5.81068 0.0513 -0.7811 0.7788
H 1.71386 4.73100 5.14861 0.1489 0.0237 -0.0643
H 0.90797 3.28777 5.67310 0.0252 -0.2348 -0.0414
H 0.50182 4.01430 4.12323 0.0164 -0.2581 -0.1881
H 3.32356 2.96235 4.79257 -0.1103 -0.3711 0.3897
H 2.89180 3.36281 3.24890 -0.6287 0.4687 -0.2532
H 2.74797 1.14729 3.03097 0.0140 -0.0900 -0.0097
H 1.06648 1.38876 3.40830 -0.1811 0.4343 -0.1496
C -1.95093 6.14209 4.23778 0.6788 -0.6256 -0.3732
C -3.32462 5.65150 3.92918 -0.9887 -0.4123 0.5914
C -3.54976 4.18609 4.43893 0.2904 0.8841 0.4958
C -2.67233 3.13841 3.90263 0.2981 -0.6968 -0.8911
N -2.00826 2.27625 3.50435 -0.6222 0.9261 0.3523
H -1.70178 5.90210 5.27143 0.0784 0.1103 0.0655
H -1.88057 7.22169 4.10507 0.2985 -0.1635 -0.2376
H -1.29090 5.55516 3.59904 0.6687 0.5161 0.0441
H -3.62556 5.75460 2.88662 0.2005 -0.0362 -0.0549
H -3.93764 6.34280 4.50746 -0.8155 -0.5109 -0.0351
H -4.59800 3.88960 4.40153 0.1007 -0.1314 -0.2903
H -3.27998 4.19418 5.49499 -0.1817 0.0648 0.2611
Cl -0.33627 -4.69280 5.44168 -1.6558 -0.2075 -1.4657
C -1.60470 -4.57390 4.13540 -0.0310 1.4865 0.4121
C -3.09243 -4.63341 4.60025 0.4497 -0.6907 0.1758
Cl -3.32528 -6.11232 5.53409 -0.0991 0.4271 0.2026
H -1.44502 -5.32016 3.35714 0.3743 -0.9426 -0.0107
H -1.38968 -3.66127 3.57955 0.2210 0.3576 0.2420
H -3.83461 -4.62176 3.80205 0.6430 -0.2570 -0.4780
H -3.33402 -3.73423 5.16699 0.3022 -0.0478 0.5776
Cl -1.01200 3.87392 -0.05762 -0.3256 0.0859 0.4654
C -0.45899 5.41424 0.68110 1.0578 0.1178 -1.2273
C 0.66145 5.98763 -0.24692 -0.1997 0.5225 1.5323
Cl 2.12339 4.88410 -0.23031 -0.9740 0.7857 -0.1962
H -0.05464 5.24420 1.67894 0.0671 -0.3394 -0.2017
H -1.30643 6.08985 0.79725 0.0352 -0.0163 -0.3963
H 0.95375 6.93707 0.20165 0.4726 -0.1554 0.3613
H 0.37176 6.34144 -1.23636 -0.1081 -1.0812 -0.2719
Cl 4.26456 -0.75544 1.81527 -0.3728 1.1550 -0.0144
C 3.88628 -2.35831 2.38254 0.6333 -2.0286 -0.8274
C 3.83718 -3.31330 1.14258 -0.4525 0.7024 0.0177
Cl 5.36093 -3.24729 0.24725 0.5942 -0.2772 -0.0535
H 2.98693 -2.42225 2.99505 -0.0477 0.3378 -0.2398
H 4.76074 -2.63880 2.96968 -0.2374 -0.1572 0.1863
H 3.13640 -2.98762 0.37386 -0.3992 0.1958 0.3899
H 3.60917 -4.35942 1.34694 0.1620 0.1344 0.4746
Cl 3.82814 1.43097 -3.79340 0.2150 -0.0942 -0.1377
C 4.54173 1.40658 -2.17357 0.6453 -1.6582 1.3736
C 4.97669 -0.07402 -1.71249 -0.8139 2.3226 -0.7233
Cl 6.39168 -0.58116 -2.65514 -0.2842 -0.2631 0.0187
H 3.76626 1.76139 -1.49470 0.0283 -0.0224 0.0568
H 5.41553 2.05196 -2.08360 -0.1839 0.0941 -0.4393
H 4.09053 -0.68864 -1.87077 0.4635 -0.4948 -0.0262
H 5.25624 -0.05381 -0.65914 -0.0660 -0.0479 -0.1738
Cl 1.77284 4.98157 -3.96982 -0.2362 -0.8300 0.2298
C 0.99761 3.48739 -3.24470 -0.3114 0.8268 0.2214
C 0.44434 2.63004 -4.34996 -0.0860 -0.3605 -0.4606
Cl -0.21411 1.04041 -3.68488 0.4372 1.0010 -0.3904
H 0.21391 3.89576 -2.60662 0.0580 -0.2680 0.0019
H 1.73144 2.96602 -2.63007 0.0215 0.1328 -0.2536
H 1.23356 2.43689 -5.07657 -0.0641 -0.4728 0.1546
H -0.38236 3.07467 -4.90401 0.0279 0.1046 0.3345
Cl -0.09230 -6.19335 1.04049 -0.0600 -0.1158 0.3424
C 0.18475 -4.78498 0.00300 -0.8332 0.7003 -0.5342
C -1.11826 -4.20382 -0.57647 1.3807 0.0222 -1.4272
Cl -2.28943 -3.65020 0.55228 -0.9782 0.1795 1.4384
H 0.83563 -5.08684 -0.81757 -0.0637 -0.0127 0.0526
H 0.67834 -3.98986 0.56178 0.0372 -0.2474 0.2209
H -1.64771 -4.80690 -1.31409 0.3103 -0.4320 0.2595
H -0.81905 -3.29995 -1.10712 0.2707 -0.0453 -0.1711
Cl -4.69038 -2.11531 2.93196 -0.4554 -0.3629 0.5072
C -4.08994 -1.03115 1.66572 -0.6761 0.6480 0.0480
C -4.98873 0.21933 1.44106 1.4894 -0.8447 -0.3138
Cl -6.50365 -0.14668 0.60530 -0.0419 -0.0827 0.2796
H -4.03056 -1.65759 0.77569 0.0872 0.4172 -0.0298
H -3.10809 -0.74186 2.04041 -0.0230 0.2285 -0.3687
H -4.38383 0.79822 0.74314 -0.1848 0.3657 0.0482
H -5.13948 0.79578 2.35380 -0.1956 -0.2211 -0.0974
```
Positions in Å, forces in eV/Å.

Summary:
* net charge: +1
* lowest unoccupied orbital energy (alpha / beta): -2.70 / -9.83 eV
* Kohn-Sham gap (alpha / beta): 0.351 / 0.089 Eh
* multiplicity: 2
* maximum force: 0.051 Eh/bohr